This record from OMol25 describes 3 unconnected molecules or ions with the total composition C33H63Cl3F15N7O3P2S at a distorted geometry. The level of theory is ωB97M-V/def2-TZVPD.

The geometry in XYZ format:
```
127
Properties=species:S:1:pos:R:3:mulliken_charge:R:1
C -0.25694 3.62333 -3.37571 -1.29
C 1.21745 3.87661 -2.83255 -0.93
C 1.45739 3.75782 -1.26204 2.21
C 3.02014 3.84621 -0.95584 -0.31
C 3.98691 4.54348 -1.97882 -0.16
C 3.75500 6.08221 -2.30038 -1.16
F 4.24984 3.79399 -3.19692 -0.40
C 0.61849 4.93950 -0.56989 1.59
Cl 0.05041 6.38849 -1.52661 -0.20
C 1.05284 5.55693 0.83353 -1.11
C 1.80756 6.95753 0.79460 -0.38
C 2.52757 7.29314 2.19754 0.52
F 3.33280 8.44117 1.90662 -0.36
F 3.43242 6.27281 2.53337 -0.28
C 1.53184 7.73822 3.35664 0.65
F 2.13250 8.87205 3.98178 -0.32
F 0.30284 8.18609 2.87168 -0.29
C 1.38772 6.66129 4.56035 0.36
F 1.10881 5.43167 3.90620 -0.15
F 2.61295 6.67827 5.21467 -0.27
C 0.12233 6.98581 5.46488 0.79
F -1.02922 6.55866 4.76613 -0.24
F -0.08990 8.36612 5.66873 -0.26
S 0.07103 6.18086 7.15764 1.19
F -0.93628 7.40974 7.72026 -0.32
F -1.34153 5.36746 6.73782 -0.31
F 0.99573 4.89361 6.70778 -0.27
F 1.34256 7.05811 7.74167 -0.27
F -0.06595 5.48274 8.65721 -0.28
C -0.81472 4.27404 -0.16301 -0.67
O -1.89074 4.82908 0.09479 -0.67
N -0.47536 2.89399 -0.17444 0.08
C 0.91776 2.39812 -0.52798 -0.38
C 0.53665 1.11653 -1.38634 -1.30
C 1.44012 0.58915 -2.55845 -0.32
C 3.00341 0.63104 -2.49130 0.06
F 3.48837 -0.61054 -3.07297 -0.29
C 1.47135 2.05293 0.93895 -0.17
Cl 2.46444 0.47617 1.00775 -0.11
C 0.37753 1.87212 2.09877 0.40
C 1.24549 1.56960 3.44901 -1.09
Cl -0.67095 0.36454 1.90634 -0.11
H -0.20181 2.91402 -4.27663 0.32
H -1.02306 3.24302 -2.64492 0.23
H -0.66312 4.60565 -3.80866 0.32
H 1.88605 3.11989 -3.37896 0.27
H 1.55038 4.88351 -3.26921 0.41
H 3.39002 2.76052 -0.85398 0.12
H 3.27773 4.28985 0.07459 0.12
H 5.01764 4.52320 -1.46417 0.42
H 2.73047 6.49104 -2.06096 0.31
H 3.95730 6.23430 -3.41697 0.37
H 4.54056 6.72430 -1.76385 0.28
H 1.68077 4.86818 1.49421 -0.23
H 0.08677 5.73382 1.43151 0.56
H 1.16200 7.85568 0.56169 0.49
H 2.64883 6.94338 0.03475 -0.16
H -1.21829 2.20002 -0.08445 0.44
H 0.29997 0.22923 -0.69565 0.43
H -0.47899 1.33699 -1.87905 0.19
H 1.14109 -0.50483 -2.75664 0.26
H 1.11768 1.12839 -3.52179 0.15
H 3.50816 0.71518 -1.48917 0.10
H 3.38019 1.44034 -3.21204 -0.06
H 2.19662 2.83039 1.36853 0.19
H -0.20449 2.80454 2.35921 0.31
H 1.34986 0.46442 3.65695 0.37
H 0.71731 2.10573 4.31575 0.31
H 2.27572 2.07256 3.38411 0.27
C 1.97258 -6.56713 -1.83173 -1.09
N 1.27737 -5.33306 -2.11146 0.34
C 0.41966 -4.87983 -1.01952 -1.15
P 1.32250 -4.37349 -3.52483 0.90
O 1.99436 -3.18558 -2.81784 -0.76
N 2.71516 -4.76472 -4.47385 0.15
C 3.35393 -6.06809 -4.55439 -1.03
C 3.75585 -3.73979 -4.59460 -0.97
N 0.47355 -5.65985 -4.40881 -0.07
C 0.05285 -5.12617 -5.73167 -1.16
C -0.73891 -6.26289 -3.83065 -1.09
H 1.86904 -7.29292 -2.64383 0.36
H 1.56770 -7.08528 -0.95587 0.40
H 3.03434 -6.39466 -1.63590 0.24
H -0.63512 -5.06731 -1.25292 0.31
H 0.53162 -3.80709 -0.84306 0.18
H 0.63732 -5.37466 -0.07092 0.48
H 3.99411 -6.26286 -3.68830 0.30
H 3.98863 -6.12933 -5.44565 0.38
H 2.64261 -6.88593 -4.66559 0.28
H 4.34950 -3.67308 -3.67296 0.30
H 3.31927 -2.76175 -4.79930 0.24
H 4.43454 -3.95255 -5.42222 0.34
H -0.67930 -4.31893 -5.61094 0.37
H -0.38935 -5.90807 -6.35462 0.41
H 0.89946 -4.72054 -6.28868 0.31
H -1.48682 -5.50394 -3.58025 0.39
H -0.52539 -6.85292 -2.94072 0.27
H -1.18368 -6.96752 -4.53749 0.38
C -5.52530 -6.47747 0.78176 -1.04
N -4.24667 -6.01569 1.26969 0.23
C -3.25501 -7.07639 1.41344 -0.95
P -3.77186 -4.43010 1.69879 0.79
O -2.74967 -4.31998 0.55635 -0.68
N -4.85874 -3.27079 1.01398 0.15
C -6.27495 -3.47700 0.75669 -1.05
C -4.33120 -2.38889 -0.02996 -1.03
N -4.86808 -4.49335 3.09497 -0.07
C -4.59099 -3.32046 3.96717 -1.17
C -4.83784 -5.65978 3.99294 -1.02
H -6.35659 -6.11111 1.39095 0.33
H -5.62051 -7.56754 0.82619 0.43
H -5.68643 -6.18693 -0.25973 0.23
H -3.11974 -7.33967 2.47011 0.27
H -2.28119 -6.76805 1.02380 0.15
H -3.52792 -7.98978 0.88115 0.41
H -6.44373 -4.05074 -0.15991 0.30
H -6.78621 -2.51556 0.63483 0.39
H -6.79275 -3.96182 1.58357 0.29
H -4.23411 -2.92485 -0.98412 0.29
H -3.35364 -1.99408 0.24959 0.30
H -4.97734 -1.52432 -0.18935 0.33
H -3.57886 -3.37622 4.38461 0.38
H -5.30574 -3.25943 4.79182 0.40
H -4.66659 -2.38221 3.41454 0.34
H -3.82936 -5.84952 4.37357 0.36
H -5.20810 -6.56389 3.51202 0.29
H -5.50427 -5.49848 4.84343 0.36
```

For the frontier orbital gap, the calculation gives 6.18 eV. The SMILES is CC[C@@]1(C[C@H](C)F)[C@](Cl)(CCC(F)(F)C(F)(F)C(F)(F)C(F)(F)S(F)(F)(F)(F)F)C(=O)N[C@]1(CCCF)[C@H](Cl)[C@H](C)Cl.CN(C)P(=O)(N(C)C)N(C)C.CN(C)P(=O)(N(C)C)N(C)C. As for the largest force on an atom: 8.5 eV/Å. The HOMO energy comes out at -7.51 eV. The lowest unoccupied orbital energy is -1.333 eV. As for the total energy: -5863.27473 a.u.